(1)
Entry from the Open Molecules 2025 dataset: 2 unconnected molecules or ions with the total composition CH4OP2 in a non-equilibrium geometry (the ωB97M-V functional and the def2-TZVPD basis).

highest occupied orbital energy = -0.32754 hartree
structure (SMILES) = O=C=P.P
relative energy (zero: lowest compared OMol25 entry of this formula, charge and spin) = 148.8 kJ/mol

ORCA input file:
```
! wB97M-V def2-TZVPD RIJCOSX def2/J DEFGRID3
* xyz 0 1
C -2.42241 -0.00703 -0.04924
O -3.02076 0.96105 -0.21670
P 2.39514 0.58831 0.12867
P -1.30569 -1.23145 0.37430
H 1.50978 0.49759 1.13270
H 1.95142 -0.84680 -0.07839
H -0.40106 -0.78204 -0.59880
H 1.29358 0.82037 -0.69253
*
```

=====

(2)
Entry from the Open Molecules 2025 dataset: 10 unconnected molecules or ions with the total composition C39H98O30S7 in a non-equilibrium geometry (the ωB97M-V functional and the def2-TZVPD basis).

highest occupied orbital energy (spin up / spin down) = -0.40338 / -0.40338 hartree
expectation value of S² = 0.755

ORCA input file:
```
! wB97M-V def2-TZVPD RIJCOSX def2/J DEFGRID3
* xyz 1 2
O -22.20237 -13.49306 -17.98599
S -22.20611 -12.48049 -19.05670
O -20.98386 -12.03665 -19.74821
O -23.33352 -12.83377 -20.20536
C -24.46642 -13.63703 -19.88190
C -25.56654 -13.00079 -20.64171
C -23.03562 -11.00755 -18.37951
H -24.76860 -13.95608 -18.88441
H -24.23224 -14.58493 -20.36639
H -26.52631 -13.40287 -20.31728
H -25.42046 -13.21336 -21.70075
H -25.51388 -11.92807 -20.45574
H -23.84492 -11.29358 -17.70771
H -23.37115 -10.47789 -19.27112
H -22.39130 -10.25076 -17.93204
O -25.78698 -18.86578 -24.47504
S -25.34821 -20.23413 -24.37795
O -24.05796 -20.69444 -24.88850
O -25.42126 -20.78497 -22.78998
C -26.26335 -20.07199 -21.88746
C -26.62127 -20.95667 -20.67227
C -26.61405 -21.28759 -25.07818
H -27.19189 -19.79301 -22.38553
H -25.82899 -19.12349 -21.57160
H -27.18494 -21.85996 -20.90560
H -27.19715 -20.47848 -19.87995
H -25.65376 -21.34449 -20.35350
H -26.28429 -22.27328 -24.74991
H -26.47200 -21.08044 -26.13885
H -27.53445 -20.85266 -24.68859
O -20.61564 -24.11481 -22.13267
S -21.33080 -23.65756 -23.30179
O -20.97986 -24.06553 -24.66076
O -22.91527 -24.01344 -23.18819
C -23.52844 -23.68987 -21.91640
C -24.88758 -24.38333 -21.82408
C -21.34114 -21.77608 -23.24140
H -23.65512 -22.61364 -21.79895
H -22.84647 -23.89319 -21.09076
H -24.70423 -25.45147 -21.94044
H -25.49439 -24.09466 -22.68231
H -25.35180 -24.07248 -20.88814
H -20.62529 -21.43893 -23.99107
H -20.85604 -21.50503 -22.30369
H -22.30027 -21.27462 -23.37062
O -14.79715 -18.40748 -25.02247
S -15.74951 -17.98736 -24.01559
O -17.11936 -18.50171 -23.98775
O -15.02714 -18.08403 -22.50179
C -13.58128 -17.80562 -22.46942
C -13.41787 -17.41646 -20.98834
C -15.84024 -16.11121 -24.00415
H -13.36967 -17.03378 -23.20941
H -12.88202 -18.61054 -22.69581
H -12.43134 -17.01298 -20.76017
H -13.39478 -18.32189 -20.38189
H -14.14042 -16.64149 -20.73256
H -16.08719 -15.94574 -22.95546
H -16.65117 -15.79211 -24.65888
H -14.89115 -15.65191 -24.28051
O -20.99097 -18.11269 -17.75519
S -19.65435 -17.54144 -17.43318
O -19.06805 -17.85568 -16.12056
O -18.56215 -18.07600 -18.54960
C -17.19101 -17.68627 -18.31825
C -16.31662 -18.78433 -18.85181
C -19.65364 -15.69183 -17.76015
H -16.85123 -17.56035 -17.29024
H -16.96402 -16.81602 -18.93407
H -16.41692 -19.69806 -18.26605
H -15.25098 -18.56872 -18.77410
H -16.56341 -19.01825 -19.88741
H -20.19727 -15.20651 -16.94958
H -20.09676 -15.59491 -18.75128
H -18.62067 -15.34475 -17.73515
O -22.74620 -22.61531 -17.19322
S -21.44133 -22.72789 -16.63460
O -20.97884 -23.99927 -15.97082
O -20.27212 -22.49295 -17.83955
C -20.43438 -21.60114 -18.87972
C -19.02506 -21.25063 -19.16058
C -21.05274 -21.32120 -15.42074
H -21.05145 -20.73169 -18.65306
H -20.95841 -22.06194 -19.71708
H -18.85451 -20.56664 -19.99195
H -18.59156 -22.17935 -19.53161
H -18.42460 -20.98376 -18.29090
H -20.03990 -21.36208 -15.01998
H -21.71726 -21.44844 -14.56615
H -21.26144 -20.37973 -15.92884
O -27.33090 -13.04579 -16.22780
S -26.44054 -13.96903 -15.54353
O -26.93584 -14.95229 -14.51969
O -25.56428 -14.73934 -16.75574
C -24.65170 -15.80248 -16.37144
C -24.62580 -16.86938 -17.42124
C -25.04839 -12.98624 -14.82783
H -24.93544 -16.25396 -15.42078
H -23.67401 -15.35550 -16.19138
H -25.57215 -16.97705 -17.95126
H -24.21627 -17.82190 -17.08494
H -23.88141 -16.61816 -18.17678
H -24.20425 -13.62386 -14.56527
H -25.56053 -12.52644 -13.98260
H -24.78443 -12.27843 -15.61359
C -21.65089 -27.40406 -23.69748
O -20.63150 -26.60866 -24.34051
C -19.37732 -26.68883 -23.71666
C -18.29382 -26.08094 -24.64762
O -18.75984 -24.93652 -25.40266
C -17.71257 -24.01865 -25.67324
C -17.14358 -23.26557 -24.42848
O -18.17175 -22.57601 -23.67443
C -17.91402 -21.51863 -22.70846
H -22.31778 -26.94338 -22.96869
H -21.26989 -28.24533 -23.11850
H -22.27935 -27.84258 -24.47262
H -19.14909 -27.72921 -23.48512
H -19.43664 -26.23447 -22.72765
H -17.84137 -26.80916 -25.32073
H -17.40715 -25.84362 -24.05976
H -18.08636 -23.28032 -26.38264
H -16.87038 -24.50640 -26.16406
H -16.43612 -22.53690 -24.82422
H -16.65757 -23.86100 -23.65559
H -18.71736 -20.78889 -22.80960
H -16.97863 -20.96463 -22.78731
H -17.95287 -21.98039 -21.72186
C -21.95369 -16.78069 -25.58426
O -21.74990 -15.66572 -26.48679
C -20.55538 -15.46181 -27.20438
C -19.36996 -14.93473 -26.26003
O -19.56681 -13.56918 -25.92199
C -18.40011 -13.05783 -25.24953
C -18.56812 -11.75949 -24.50511
O -19.46807 -11.65336 -23.31414
C -20.88737 -11.75812 -23.63419
H -21.12210 -16.96728 -24.90475
H -22.17746 -17.68117 -26.15623
H -22.77360 -16.41876 -24.96389
H -20.91188 -14.77929 -27.97585
H -20.20363 -16.39287 -27.64879
H -18.47696 -15.10200 -26.86224
H -19.23684 -15.59732 -25.40483
H -17.64557 -12.94107 -26.02745
H -18.01990 -13.71860 -24.47048
H -18.86921 -10.93555 -25.15208
H -17.60997 -11.55818 -24.02603
H -21.12840 -12.61618 -24.26168
H -21.28369 -10.80820 -23.99288
H -21.44226 -11.86803 -22.70245
C -23.61837 -19.90361 -19.07286
O -23.12708 -19.69860 -20.35579
C -22.91099 -18.36529 -20.80086
C -22.30172 -18.32630 -22.20313
O -20.95946 -18.80834 -22.43620
C -19.92406 -18.24869 -21.63928
C -19.69389 -16.85352 -21.99606
O -20.65350 -16.06013 -21.37840
C -20.72907 -14.77070 -21.95412
H -22.92599 -19.40205 -18.39674
H -23.66951 -20.93948 -18.73750
H -24.56363 -19.38254 -18.92098
H -22.29588 -17.79735 -20.10287
H -23.88634 -17.87891 -20.81569
H -22.35182 -17.32128 -22.62205
H -22.90482 -18.93678 -22.87520
H -19.10150 -18.81253 -22.07926
H -19.91349 -18.47746 -20.57361
H -19.74231 -16.79328 -23.08332
H -18.69692 -16.47203 -21.77554
H -20.50210 -14.83407 -23.01835
H -20.13349 -14.12844 -21.30537
H -21.78007 -14.48808 -21.89384
*
```

=====

(3)
Entry from the Open Molecules 2025 dataset: a molecular structure, C22H44N3RuS2Si5Te in a non-equilibrium geometry (the ωB97M-V functional and the def2-TZVPD basis).

highest occupied orbital energy (spin up / spin down) = -0.35807 / -0.40052 hartree
expectation value of S² = 6.067
relative energy (zero: lowest compared OMol25 entry of this formula, charge and spin) = 159.3 kJ/mol

ORCA input file:
```
! wB97M-V def2-TZVPD RIJCOSX def2/J DEFGRID3
* xyz 1 5
Ru 0.27418 0.43291 0.01211
C -1.66634 -2.58266 4.12822
S 0.10341 -2.58485 3.68844
C 0.03098 -1.66324 2.18810
S -0.08593 0.07775 2.24545
N 0.10883 -2.28454 1.06393
N 0.10401 -1.54453 -0.02326
C 0.21452 -2.10835 -1.22444
C 0.18132 -1.24343 -2.32456
C 0.22953 -1.68499 -3.66476
C 0.12871 -0.77983 -4.68447
C -0.00544 0.58066 -4.36864
C -0.00537 0.96095 -3.04779
N 0.07849 0.09527 -2.03392
H -1.73022 -3.01438 5.12136
H -2.20479 -3.20019 3.41437
H -2.05393 -1.56761 4.13827
H 0.32760 -3.17987 -1.31868
H 0.33715 -2.74176 -3.84264
H 0.15183 -1.10321 -5.71307
H -0.10365 1.32165 -5.14350
H -0.08338 2.00728 -2.76714
C 5.72440 2.36914 0.56970
Si 5.28992 0.58182 0.06149
C 5.91448 0.14223 -1.68229
C 5.89688 -0.69481 1.33208
C 3.42655 0.62689 0.00725
C 2.21794 0.78616 -0.05609
H 6.79876 2.50875 0.61000
H 5.32114 2.59951 1.55076
H 5.31728 3.09000 -0.13249
H 6.99673 0.21018 -1.72894
H 5.50860 0.80574 -2.43918
H 5.63916 -0.87249 -1.95336
H 6.97975 -0.66893 1.41320
H 5.61508 -1.70425 1.04798
H 5.48875 -0.50580 2.31988
C -3.28393 5.27570 1.97415
Si -1.51571 5.98240 1.90315
C -0.47853 5.30851 3.35391
C -1.55658 7.88825 1.91661
Si -0.51491 5.21702 -0.19426
Te -0.75942 2.67019 0.15591
Si 1.74586 6.06902 -0.53355
C 2.54423 5.22085 -2.04634
C 1.59164 7.94345 -0.85495
C 2.80004 5.73824 1.02102
Si -1.95061 5.64957 -2.13217
C -1.06861 5.17303 -3.76061
C -3.56926 4.65388 -1.99351
C -2.33086 7.51584 -2.17978
H -3.73426 5.43272 2.94906
H -3.27051 4.20690 1.78285
H -3.93160 5.73891 1.23834
H -0.93876 5.53712 4.31077
H 0.52210 5.72684 3.36737
H -0.38634 4.22839 3.28458
H -2.04233 8.24806 2.81827
H -2.10744 8.28398 1.07133
H -0.56048 8.31460 1.89389
H 2.00812 5.45016 -2.96083
H 2.56332 4.14146 -1.92877
H 3.56981 5.55258 -2.18142
H 1.04110 8.14940 -1.76595
H 2.57231 8.39722 -0.96215
H 1.08699 8.45256 -0.04207
H 2.77643 4.68704 1.29203
H 2.44561 6.31320 1.87001
H 3.83913 6.00991 0.85716
H -0.71327 4.14809 -3.74368
H -0.21960 5.81828 -3.95796
H -1.74774 5.26699 -4.60359
H -3.36466 3.59467 -1.87428
H -4.18667 4.77477 -2.87845
H -4.15779 4.96990 -1.14018
H -1.42738 8.11036 -2.24449
H -2.87875 7.83945 -1.30287
H -2.93835 7.75448 -3.04743
*
```

=====

(4)
Entry from the Open Molecules 2025 dataset: a molecular structure, H33MnO18P in a non-equilibrium geometry (the ωB97M-V functional and the def2-TZVPD basis).

highest occupied orbital energy (spin up / spin down) = -0.77505 / -0.79395 hartree
expectation value of S² = 8.752
relative energy (zero: lowest compared OMol25 entry of this formula, charge and spin) = 0.0 kJ/mol

ORCA input file:
```
! wB97M-V def2-TZVPD RIJCOSX def2/J DEFGRID3
* xyz 4 6
O 3.79715 -1.14952 -0.78206
H 4.06952 -1.92076 -1.32618
H 4.20265 -1.24930 0.09683
H 2.75840 -1.25735 -0.61365
O 0.84086 -3.75468 1.26776
H 1.70343 -4.15580 1.49631
H 0.97467 -2.85311 0.78812
H 0.25572 -3.72499 2.04849
O 2.56215 0.24964 2.85266
H 2.01787 0.43230 1.97223
H 2.03775 -0.21127 3.53280
H 3.32918 -0.31694 2.65802
O 1.20472 -1.23348 -3.04965
H 1.57876 -2.10192 -2.81821
H 0.58791 -1.37309 -3.79639
H 0.69390 -0.79402 -2.24887
O -1.53750 -0.60490 3.26107
H -0.98986 -1.24840 3.73204
H -1.39712 0.31309 3.62944
H -1.32344 -0.54811 2.25818
Mn -1.91953 0.42984 -0.88370
P 0.34239 -0.18277 0.14172
O 1.32856 -1.41416 0.02861
O 1.01866 0.96254 0.92567
O -1.03426 -0.59062 0.72353
O 0.02480 0.26140 -1.33006
O -0.41248 1.63811 3.06965
H 0.05204 1.48475 2.20913
H 0.11039 2.29662 3.54689
O -2.50204 1.56814 -2.49699
H -2.08188 1.43278 -3.35525
H -3.18750 2.23250 -2.66877
O 0.30585 3.78000 0.22506
H 0.87498 4.50262 0.52250
H 0.75559 2.98608 0.53107
O 3.14252 1.74592 -0.55208
H 2.43694 1.53923 0.08136
H 2.72411 1.75695 -1.42389
O -1.97215 -3.06142 0.68250
H -1.68316 -3.40970 -0.16762
H -1.70827 -2.12118 0.68871
O -3.88736 0.11751 -0.10123
H -4.28925 -0.57468 0.44307
H -4.56927 0.80193 -0.16662
O 0.92646 2.17543 -3.10247
H 0.53714 1.79522 -2.30178
H 0.32265 1.97383 -3.82340
O -1.89783 2.28871 0.20865
H -2.59485 2.91142 0.45550
H -1.07957 2.85798 0.20138
O -2.39584 -1.35480 -2.09841
H -3.09703 -2.01527 -2.21678
H -1.95749 -1.31228 -2.95487
*
```

=====

(5)
Entry from the Open Molecules 2025 dataset: a molecular structure, C26H28GeKN2O4S (the ωB97M-V functional and the def2-TZVPD basis).

highest occupied orbital energy (spin up / spin down) = -0.16842 / -0.30007 hartree
expectation value of S² = 0.766
relative energy (zero: lowest compared OMol25 entry of this formula, charge and spin) = 43.0 kJ/mol

ORCA input file:
```
! wB97M-V def2-TZVPD RIJCOSX def2/J DEFGRID3
* xyz 0 2
K -1.94516 -0.58226 0.75083
O 0.35512 -3.89582 2.96460
C -0.07199 -2.82881 2.21534
O -1.26889 -2.46327 2.33105
C 0.92575 -2.25789 1.39099
C 2.28062 -2.71026 1.37991
C 3.19820 -2.08252 0.59063
C 2.80662 -0.97959 -0.21526
C 1.48324 -0.59089 -0.12490
N 0.56092 -1.17261 0.62413
C 1.00134 0.59782 -0.90345
O 1.22569 0.78460 -2.08062
O 0.27778 1.45520 -0.16866
H -0.42160 -4.16691 3.46397
H 2.56543 -3.54538 2.00364
H 4.22563 -2.42467 0.58237
H 3.49231 -0.46300 -0.87085
C 1.35942 3.80987 -1.92785
Ge -0.11118 3.08868 -0.90527
C -0.52470 4.12563 0.67973
C -0.99775 5.43070 0.53871
C -1.35018 6.17942 1.65419
C -1.23729 5.62593 2.92247
C -0.76470 4.32848 3.07086
C -0.40324 3.58014 1.95700
C -1.70534 2.91356 -2.03266
C -1.55758 3.12779 -3.37795
C -2.65916 3.10550 -4.26216
C -3.91343 2.87682 -3.78555
C -4.12326 2.63985 -2.40342
C -5.41833 2.36394 -1.89581
C -5.61264 2.09319 -0.57478
C -4.51115 2.07885 0.30885
C -3.25640 2.35717 -0.14988
C -3.01270 2.65016 -1.51726
H 1.13048 4.84745 -2.17873
H 1.51786 3.23001 -2.83304
H 2.27658 3.79414 -1.34006
H -1.11061 5.86880 -0.44802
H -1.71870 7.19008 1.53137
H -1.51614 6.20529 3.79334
H -0.67824 3.89408 4.05892
H -0.04374 2.56499 2.08797
H -0.57428 3.31865 -3.79254
H -2.49336 3.27703 -5.31827
H -4.76874 2.86244 -4.45083
H -6.25341 2.36783 -2.58679
H -6.60496 1.88146 -0.19859
H -4.67031 1.86022 1.35782
H -2.41507 2.31835 0.53722
C 1.69918 1.43955 4.31028
S 0.49503 0.25936 3.67725
C -0.75206 0.38391 4.97194
H 1.30376 2.45528 4.33378
H 2.55849 1.41834 3.64075
H 2.02772 1.15174 5.30900
H -0.31531 0.17674 5.94919
H -1.50437 -0.37681 4.76349
H -1.23269 1.36298 4.98919
N -2.23799 -0.46468 -2.21171
H -2.90786 0.20847 -2.56630
H -2.41634 -1.34464 -2.68119
H -1.32761 -0.14443 -2.53483
*
```

=====

(6)
Entry from the Open Molecules 2025 dataset: a single C6H12O molecule in a non-equilibrium geometry (the ωB97M-V functional and the def2-TZVPD basis).

highest occupied orbital energy = -0.34637 hartree
structure (SMILES) = CC(C)[C@H]1C[C@H]1O
relative energy (zero: lowest compared OMol25 entry of this formula, charge and spin) = 304.3 kJ/mol

ORCA input file:
```
! wB97M-V def2-TZVPD RIJCOSX def2/J DEFGRID3
* xyz 0 1
C 1.66960 1.13123 0.12241
C 0.85658 -0.10792 0.30114
C 1.48306 -1.35224 -0.12821
C -0.65680 0.18065 -0.57379
C -1.79682 -0.80313 -0.46087
C -1.89120 0.52725 0.18226
O -1.85288 0.51998 1.58062
H 1.09456 1.99703 0.47170
H 2.61614 1.06584 0.66883
H 1.91773 1.30454 -0.93686
H 0.49689 -0.27427 1.31645
H 2.54531 -1.52983 -0.26484
H 1.15729 -0.91292 -1.24444
H 1.00268 -2.33386 0.01627
H -0.54350 0.66565 -1.54960
H -2.43484 -1.02094 -1.31342
H -1.63919 -1.64180 0.22120
H -2.59693 1.23609 -0.25744
H -1.42768 1.34867 1.84859
*
```

=====

Electronic energy across the listed records, respectively: -21724.4657; -179282.0114; -98926.8466; -77962.3618; -122265.6750; -8461.2001 eV.